{
  "formula": "C49H52ClF6NO3",
  "method": "ωB97M-V/def2-TZVPD",
  "elements": ["C", "C", "C", "Cl", "C", "C", "O", "O", "C", "C", "C", "C", "N", "O", "C", "C", "C", "C", "H", "H", "H", "H", "H", "H", "H", "H", "H", "H", "H", "H", "H", "H", "H", "H", "H", "H", "H", "H", "H", "H", "F", "C", "C", "C", "C", "C", "C", "H", "H", "H", "H", "H", "F", "C", "C", "C", "C", "C", "C", "H", "H", "H", "H", "H", "F", "C", "C", "C", "C", "C", "C", "H", "H", "H", "H", "H", "F", "C", "C", "C", "C", "C", "C", "H", "H", "H", "H", "H", "F", "C", "C", "C", "C", "C", "C", "H", "H", "H", "H", "H", "F", "C", "C", "C", "C", "C", "C", "H", "H", "H", "H", "H"],
  "xyz": [[1.001577, -2.922619, -0.762646], [0.436039, -1.730958, -1.545144], [-0.290962, -0.758596, -0.596833], [0.850706, 0.632698, -0.285616], [-1.642309, -0.231082, -1.106486], [-1.374047, 0.627927, -2.397208], [-1.390152, -0.048984, -3.471650], [-1.188984, 1.856354, -2.256536], [-2.606691, -1.356959, -1.510504], [-3.386173, -1.967846, -0.347917], [-4.357818, -3.021261, -0.969131], [-2.501839, -2.724245, 0.636094], [-4.228182, -0.973638, 0.369912], [-4.509669, -1.313356, 1.571876], [-3.798003, 0.455071, 0.169852], [-4.174727, 1.246990, 1.416530], [-4.608407, 1.066617, -0.969545], [-2.295597, 0.616341, -0.001247], [0.261810, -3.708451, -0.646591], [1.868999, -3.338953, -1.261529], [1.343417, -2.610422, 0.216797], [-0.183419, -2.044206, -2.371940], [1.294056, -1.216384, -1.953613], [-0.376562, -1.209924, 0.376063], [-2.116849, -2.179902, -2.006128], [-3.284961, -0.933010, -2.238220], [-5.322665, -2.556353, -1.117544], [-3.958742, -3.387907, -1.906710], [-4.463670, -3.878722, -0.313897], [-3.112566, -3.389574, 1.227579], [-1.984044, -2.068669, 1.324943], [-1.819532, -3.347561, 0.072060], [-3.521980, 1.027773, 2.249558], [-5.225487, 1.168177, 1.661381], [-3.985336, 2.280974, 1.149517], [-4.251936, 2.054316, -1.228376], [-4.680565, 0.430280, -1.841687], [-5.625960, 1.192584, -0.602729], [-2.134247, 1.654208, -0.276162], [-1.778491, 0.487942, 0.946216], [-2.963971, 4.178222, 0.807376], [-1.778511, 4.680634, 1.198784], [-1.116993, 4.070067, 2.242842], [0.105451, 4.578753, 2.651580], [0.643241, 5.691261, 2.018319], [-0.041168, 6.290750, 0.969221], [-1.260836, 5.781632, 0.548737], [-1.554828, 3.209178, 2.724960], [0.639045, 4.103885, 3.464652], [1.597587, 6.088073, 2.339428], [0.376901, 7.156810, 0.473805], [-1.804929, 6.226155, -0.273634], [4.151024, -4.282001, -0.535641], [5.034104, -4.006099, -1.512985], [5.785022, -2.852150, -1.422679], [6.694552, -2.565941, -2.428840], [6.833758, -3.426691, -3.509708], [6.063834, -4.579529, -3.582232], [5.157455, -4.878543, -2.575547], [5.651495, -2.191109, -0.582384], [7.292316, -1.666232, -2.369626], [7.539653, -3.197162, -4.297403], [6.166614, -5.246936, -4.428017], [4.550720, -5.773694, -2.610703], [-6.838585, 3.981795, 3.050989], [-7.601647, 3.810031, 1.955086], [-7.132881, 4.247350, 0.732089], [-7.918761, 4.063997, -0.394690], [-9.161926, 3.455889, -0.286818], [-9.617096, 3.026161, 0.951286], [-8.832536, 3.198451, 2.082375], [-6.162246, 4.721858, 0.667572], [-7.557754, 4.394440, -1.359016], [-9.773389, 3.315025, -1.168173], [-10.585909, 2.552857, 1.038520], [-9.165775, 2.861259, 3.054926], [-1.478460, 1.528547, 4.121912], [-1.467401, 2.089914, 5.342637], [-2.285025, 3.176073, 5.594484], [-2.272376, 3.747383, 6.857487], [-1.441531, 3.238933, 7.846497], [-0.624235, 2.151800, 7.572464], [-0.637416, 1.567494, 6.314580], [-2.920961, 3.565468, 4.810418], [-2.912903, 4.592839, 7.068869], [-1.431886, 3.690278, 8.829910], [0.026606, 1.755351, 8.340265], [-0.013804, 0.714077, 6.083434], [6.585449, -0.614532, 0.627376], [6.438784, -0.450828, 1.958631], [6.962565, -1.401385, 2.810315], [6.810952, -1.228240, 4.177988], [6.135463, -0.120242, 4.670211], [5.612598, 0.820282, 3.793106], [5.766763, 0.659943, 2.424653], [7.478060, -2.261562, 2.403964], [7.219981, -1.961335, 4.860031], [6.014778, 0.008813, 5.737570], [5.079953, 1.680779, 4.174204], [5.369955, 1.382120, 1.723791], [4.752737, -6.433021, -6.774530], [5.363629, -5.432980, -7.439925], [4.694001, -4.239706, -7.620831], [5.329664, -3.211397, -8.299281], [6.615023, -3.389759, -8.792817], [7.269173, -4.598565, -8.602526], [6.644045, -5.629783, -7.916642], [3.691087, -4.122192, -7.232539], [4.819770, -2.268542, -8.441390], [7.106233, -2.585533, -9.324066], [8.269871, -4.740630, -8.987998], [7.139790, -6.576980, -7.749494]],
  "atomic_forces_ev_per_a": [[-0.12, 0.08, -0.38], [0.57, -0.11, 0.84], [0.14, 0.02, -1.11], [-0.01, -0.02, 0.35], [-0.03, 0.29, 0.12], [-0.06, 0.14, -1.24], [0.18, 0.52, 0.87], [-0.23, -0.59, 0.02], [0.07, 0.36, 0.91], [-0.93, -1.27, -0.73], [0.40, 0.34, 0.34], [-0.20, 0.10, 0.06], [1.76, 0.37, 0.48], [-0.60, -0.08, -0.17], [-0.71, 0.43, 0.66], [0.22, 0.52, -0.44], [-0.54, -0.31, 0.14], [0.24, -0.10, -0.55], [-0.08, -0.19, 0.16], [0.08, -0.22, -0.19], [0.04, 0.08, 0.31], [-0.18, 0.05, -0.18], [-0.03, 0.28, -0.38], [-0.19, -0.10, 0.32], [0.24, -0.13, -0.22], [-0.15, -0.10, -0.19], [-0.28, -0.03, -0.23], [-0.01, -0.01, -0.30], [-0.24, -0.09, 0.19], [-0.18, -0.08, 0.29], [0.28, 0.10, 0.01], [0.37, 0.00, -0.09], [-0.12, -0.31, 0.37], [-0.16, -0.26, 0.25], [-0.05, 0.20, 0.05], [0.36, 0.11, -0.22], [0.22, 0.05, -0.30], [-0.25, -0.02, 0.00], [0.13, 0.23, -0.05], [-0.06, -0.29, 0.32], [-0.04, 0.22, -0.09], [0.23, 0.02, 0.04], [-0.08, -0.13, 0.13], [0.00, 0.14, -0.08], [0.05, 0.02, 0.02], [0.00, -0.08, 0.11], [-0.11, 0.12, -0.14], [0.01, -0.04, -0.14], [-0.02, -0.03, 0.01], [0.01, 0.00, -0.01], [0.00, 0.00, -0.03], [0.00, -0.04, -0.01], [0.01, -0.09, 0.05], [0.13, 0.07, -0.17], [-0.04, 0.05, 0.09], [-0.02, -0.12, -0.09], [0.06, 0.02, -0.04], [0.05, 0.08, 0.02], [-0.10, -0.18, -0.01], [-0.04, 0.01, 0.04], [-0.02, 0.03, 0.02], [-0.01, 0.00, -0.01], [-0.02, -0.02, 0.00], [-0.03, 0.03, 0.01], [0.00, 0.02, 0.04], [-0.13, -0.05, -0.26], [0.27, 0.14, 0.02], [-0.12, -0.05, 0.07], [-0.04, 0.00, -0.06], [0.08, 0.05, -0.05], [-0.08, -0.06, 0.21], [0.03, -0.06, 0.03], [0.03, 0.00, 0.00], [0.00, -0.01, 0.00], [0.00, -0.03, 0.02], [0.03, 0.01, 0.01], [0.00, -0.10, 0.06], [-0.04, 0.15, 0.26], [-0.14, 0.05, -0.19], [0.11, -0.08, 0.04], [-0.01, 0.04, 0.07], [-0.07, 0.07, -0.04], [0.15, -0.18, -0.05], [0.00, -0.05, -0.02], [-0.01, 0.01, -0.03], [0.00, 0.00, 0.00], [0.00, -0.03, 0.00], [-0.01, 0.01, -0.04], [0.08, 0.08, 0.04], [-0.05, 0.04, 0.21], [0.12, -0.18, -0.07], [-0.06, 0.11, -0.01], [0.00, 0.00, 0.06], [0.07, -0.10, 0.03], [-0.08, 0.17, -0.13], [-0.01, 0.02, -0.03], [0.00, -0.03, -0.01], [-0.01, 0.00, 0.00], [-0.01, 0.02, -0.02], [-0.03, -0.04, -0.02], [0.00, -0.04, 0.02], [0.10, 0.20, -0.11], [-0.23, 0.02, 0.09], [0.10, -0.06, -0.03], [0.03, 0.05, -0.03], [-0.08, 0.07, 0.02], [0.10, -0.19, 0.03], [0.02, -0.01, 0.03], [-0.03, 0.00, 0.01], [0.00, 0.00, 0.00], [0.02, -0.02, 0.01], [-0.03, -0.01, 0.00]],
  "lowdin_spin": [0.00, 0.00, 0.00, 0.00, 0.00, 0.00, 0.00, 0.00, 0.00, 0.03, 0.01, 0.01, 0.39, 0.50, 0.03, 0.00, 0.01, 0.02, 0.00, 0.00, 0.00, 0.00, 0.00, 0.00, 0.00, 0.00, 0.00, 0.00, 0.00, 0.00, 0.00, 0.00, 0.00, 0.00, 0.00, 0.00, 0.00, 0.00, 0.00, 0.00, 0.00, 0.00, 0.00, 0.00, 0.00, 0.00, 0.00, 0.00, 0.00, 0.00, 0.00, 0.00, 0.00, 0.00, 0.00, 0.00, 0.00, 0.00, 0.00, 0.00, 0.00, 0.00, 0.00, 0.00, 0.00, 0.00, 0.00, 0.00, 0.00, 0.00, 0.00, 0.00, 0.00, 0.00, 0.00, 0.00, 0.00, 0.00, 0.00, 0.00, 0.00, 0.00, 0.00, 0.00, 0.00, 0.00, 0.00, 0.00, 0.00, 0.00, 0.00, 0.00, 0.00, 0.00, 0.00, 0.00, 0.00, 0.00, 0.00, 0.00, 0.00, 0.00, 0.00, 0.00, 0.00, 0.00, 0.00, 0.00, 0.00, 0.00, 0.00, 0.00],
  "s2": 0.75,
  "charge": -1,
  "e_tot_ev": -88116.5400,
  "multiplicity": 2,
  "gap_ev": [6.730, 6.729],
  "lumo_ev": [2.13, 2.13]
}